Here is a 2-piece molecular cluster, C5H14O overall from the Open Molecules 2025 dataset. Energies are from the ωB97M-V functional and the def2-TZVPD basis.

Element x y z (Å)
C: -0.119 -3.029 -1.304
C: -0.165 -1.622 -0.619
C: -1.524 -1.504 0.188
H: 0.917 -3.421 -1.641
H: -0.828 -3.326 -2.110
H: -0.351 -3.703 -0.419
H: 0.801 -1.590 -0.080
H: -0.010 -0.816 -1.330
H: -2.121 -2.345 -0.262
H: -1.327 -1.648 1.157
H: -1.870 -0.516 0.025
C: -0.520 2.521 0.153
C: 1.074 2.294 0.270
O: 1.400 1.500 1.368
H: -1.006 3.052 -0.725
H: -0.877 2.984 1.080
H: -0.992 1.477 0.085
H: 1.578 1.968 -0.645
H: 1.640 3.156 0.418
H: 0.766 0.761 1.383

Its SMILES is CCC.CCO. The calculation puts the frontier orbital gap at 11.24 eV. The LUMO energy is 0.0353 Ha. The energy relative to the best compared isomer or geometry (same formula, charge and spin) comes out at 1.878 eV. The value obtained for the molar mass is 90.17 g mol⁻¹.

Atom charges from the Mulliken analysis, given in e for atoms 1 to 8:
1. C -1.306
2. C -0.037
3. C -1.218
4. H 0.301
5. H 0.312
6. H 0.338
7. H 0.269
8. H 0.278

Here is C5H13NO as an isolated structure from the Open Molecules 2025 dataset. Energies are from the ωB97M-V functional and the def2-TZVPD basis.

Element x y z (Å)
C: 0.524 -0.512 0.185
C: 0.214 0.771 0.725
C: 0.344 -0.862 -1.263
C: -2.538 0.618 -0.170
C: 2.343 0.462 0.242
N: -1.559 0.242 0.818
O: 0.621 -1.545 1.063
H: 0.811 -2.365 0.590
H: -1.924 -0.296 1.599
H: 0.112 1.601 0.042
H: 0.424 0.951 1.769
H: 1.232 -1.385 -1.635
H: -0.515 -1.521 -1.392
H: 0.201 0.032 -1.868
H: -3.088 -0.239 -0.590
H: -3.291 1.321 0.220
H: -2.053 1.129 -1.013
H: 2.593 1.430 0.675
H: 2.870 -0.314 0.797
H: 2.681 0.482 -0.794

The calculation puts the frontier orbital gap at 7.86 eV. The LUMO energy is 0.0278 Ha. The energy relative to the best compared isomer or geometry (same formula, charge and spin) comes out at 5.198 eV. The value obtained for the molar mass is 103.16 g mol⁻¹.

Atom charges from the Mulliken analysis, given in e for atoms 1 to 8:
1. C 1.234
2. C -0.802
3. C -1.732
4. C -0.850
5. C -1.255
6. N -0.413
7. O -0.481
8. H 0.372

Here is C6H8O2 as an isolated structure from the Open Molecules 2025 dataset. Energies are from the ωB97M-V functional and the def2-TZVPD basis.

Element x y z (Å)
C: -0.610 -0.980 0.099
C: -0.433 0.318 0.914
C: 1.124 0.543 0.767
C: 1.412 0.001 -0.692
C: -0.109 -0.043 -0.996
C: -0.872 1.001 -0.212
H: -2.594 -1.516 -0.506
H: -0.207 -1.962 0.118
H: -0.530 0.631 2.084
H: 1.626 -0.039 1.458
H: 1.414 1.655 0.945
H: 1.558 -1.269 -0.618
H: 2.099 0.685 -1.198
H: -0.238 -0.245 -1.988
O: -2.078 -0.818 0.174
O: -1.563 2.039 -0.349

The calculation puts the frontier orbital gap at 9.94 eV. The LUMO energy is 0.0210 Ha. The energy relative to the best compared isomer or geometry (same formula, charge and spin) comes out at 4.961 eV. The value obtained for the molar mass is 112.13 g mol⁻¹.

Atom charges from the Mulliken analysis, given in e for atoms 1 to 8:
1. C -0.254
2. C -0.124
3. C -0.742
4. C -0.532
5. C -0.424
6. C 0.410
7. H 0.330
8. H 0.376

Here is CrN5O15 as an isolated structure from the Open Molecules 2025 dataset. Energies are from the ωB97M-V functional and the def2-TZVPD basis.

Element x y z (Å)
Cr: 0.541 -0.126 0.304
N: -2.138 -1.744 -0.835
O: -2.141 -2.970 -0.714
O: -3.046 -1.131 -1.362
O: -1.139 -1.087 -0.381
N: 1.725 -2.496 0.175
O: 2.290 -3.527 -0.043
O: 1.827 -1.459 -0.582
O: 0.921 -2.312 1.117
N: 2.136 0.984 1.967
O: 2.169 1.140 0.703
O: 2.839 1.581 2.736
O: 1.259 0.151 2.329
N: -1.805 1.964 1.133
O: -2.689 2.064 0.318
O: -1.874 2.436 2.272
O: -0.711 1.365 0.811
N: -0.072 1.298 -2.504
O: 0.538 1.788 -3.459
O: -1.282 1.283 -2.421
O: 0.651 0.800 -1.564

The calculation puts the frontier orbital gap (spin up / spin down) at 8.11 / 8.65 eV. The LUMO energy (spin up / spin down) is 0.1726 / 0.1933 Ha. The energy relative to the best compared isomer or geometry (same formula, charge and spin) comes out at 0.000 eV. The value obtained for the molar mass is 362.02 g mol⁻¹. The net charge is -2. The spin multiplicity is 4.

Atom charges from the Mulliken analysis, given in e for atoms 1 to 8:
1. Cr 0.583
2. N 0.694
3. O -0.660
4. O -0.542
5. O -0.380
6. N 1.438
7. O -0.686
8. O -0.397

Here is one molecule with the formula C5H5NO from the Open Molecules 2025 dataset. Energies are from the ωB97M-V functional and the def2-TZVPD basis.

Element x y z (Å)
N: -1.342 -1.459 1.950
C: -1.420 -1.047 0.873
C: -0.469 -0.608 -0.143
C: 0.980 -0.292 0.378
C: 0.916 0.929 -0.544
O: 1.739 1.641 -1.047
C: -0.605 0.821 -0.662
H: -0.427 -1.381 -0.906
H: 1.764 -1.033 0.194
H: 1.033 0.019 1.430
H: -1.072 1.459 0.100
H: -1.098 0.949 -1.622

Its SMILES is N#CC1CC(=O)C1. The calculation puts the frontier orbital gap at 10.33 eV. The LUMO energy is 0.0085 Ha. The energy relative to the best compared isomer or geometry (same formula, charge and spin) comes out at 1.757 eV. The value obtained for the molar mass is 95.10 g mol⁻¹.

Atom charges from the Mulliken analysis, given in e for atoms 1 to 8:
1. N -0.432
2. C 0.008
3. C 0.236
4. C -0.575
5. C 0.349
6. O -0.536
7. C -0.627
8. H 0.348

Here is one molecule with the formula C2H2N4O from the Open Molecules 2025 dataset. Energies are from the ωB97M-V functional and the def2-TZVPD basis.

Element x y z (Å)
O: -1.962 0.675 -1.068
C: -0.853 0.197 -0.826
N: -0.520 -1.100 -0.966
N: 0.468 -1.548 -0.234
C: 0.992 -0.661 0.815
N: 0.844 0.601 0.889
N: 0.037 1.054 -0.130
H: 1.663 -1.037 1.505
H: -0.670 1.818 0.016

Its SMILES is O=c1nncn[nH]1. The calculation puts the frontier orbital gap at 8.36 eV. The LUMO energy is -0.0696 Ha. The energy relative to the best compared isomer or geometry (same formula, charge and spin) comes out at 1.312 eV. The value obtained for the molar mass is 98.06 g mol⁻¹.

Atom charges from the Mulliken analysis, given in e for atoms 1 to 8:
1. O -0.561
2. C 0.613
3. N -0.141
4. N -0.220
5. C -0.023
6. N -0.403
7. N -0.032
8. H 0.441

Here is C14H26AlFNO4 as an isolated structure from the Open Molecules 2025 dataset. Energies are from the ωB97M-V functional and the def2-TZVPD basis.

Element x y z (Å)
C: 3.486 3.010 -0.402
C: 2.258 2.127 -0.651
C: 2.457 1.068 -1.757
C: 2.376 -0.402 -1.235
C: 1.161 -1.198 -1.776
C: 0.395 -2.015 -0.739
O: 1.003 -3.178 -0.263
Al: 1.573 -2.834 1.430
F: 1.018 -3.933 2.667
O: 0.796 -1.167 1.421
C: -0.236 -1.241 0.467
C: -0.794 0.116 -0.027
C: -1.779 0.028 -1.189
O: -1.803 1.349 -1.831
C: -3.061 1.886 -1.847
C: -3.364 2.855 -0.730
O: -3.826 1.586 -2.687
C: -1.426 -1.983 1.138
C: -1.549 -1.778 2.649
C: -1.336 -0.460 3.344
N: -1.885 -2.737 3.382
H: 3.257 3.641 0.466
H: 4.388 2.450 -0.157
H: 3.652 3.708 -1.223
H: 1.435 2.799 -0.919
H: 1.952 1.654 0.284
H: 1.711 1.204 -2.546
H: 3.425 1.224 -2.243
H: 3.290 -0.892 -1.579
H: 2.437 -0.374 -0.148
H: 1.554 -1.907 -2.510
H: 0.507 -0.537 -2.346
H: -0.477 -2.412 -1.313
H: 3.173 -2.797 1.383
H: -1.323 0.628 0.783
H: 0.024 0.787 -0.291
H: -2.794 -0.187 -0.850
H: -1.504 -0.679 -1.965
H: -2.446 3.339 -0.403
H: -4.101 3.569 -1.085
H: -3.738 2.271 0.113
H: -1.259 -3.054 0.973
H: -2.401 -1.762 0.685
H: -2.117 -0.282 4.084
H: -0.393 -0.510 3.890
H: -1.258 0.399 2.681
H: -2.020 -3.577 2.822

The calculation puts the frontier orbital gap at 8.33 eV. The LUMO energy is 0.0992 Ha. The value obtained for the molar mass is 318.34 g mol⁻¹. The net charge is -1.

Atom charges from the Mulliken analysis, given in e for atoms 1 to 8:
1. C -1.557
2. C -0.205
3. C -0.748
4. C -0.671
5. C -1.157
6. C -0.128
7. O -0.804
8. Al 1.094

Here is a 2-piece molecular cluster, C3H4Br3F overall from the Open Molecules 2025 dataset. Energies are from the ωB97M-V functional and the def2-TZVPD basis.

Element x y z (Å)
C: 0.840 0.430 1.390
C: -0.037 -0.710 0.825
C: -0.975 0.177 -1.529
F: -2.283 0.178 -1.418
Br: 0.807 -2.225 0.075
Br: -0.380 -1.170 -2.791
Br: -0.238 1.982 -1.834
H: 1.750 -0.021 1.885
H: 1.112 0.879 0.511
H: 0.440 1.319 1.862
H: -1.036 -0.838 1.026

The calculation puts the frontier orbital gap (spin up / spin down) at 8.56 / 7.35 eV. The LUMO energy (spin up / spin down) is -0.0082 / -0.0346 Ha. The energy relative to the best compared isomer or geometry (same formula, charge and spin) comes out at 3.566 eV. The value obtained for the molar mass is 298.77 g mol⁻¹.

Atom charges from the Mulliken analysis, given in e for atoms 1 to 8:
1. C -0.773
2. C -0.475
3. C 0.167
4. F -0.153
5. Br -0.046
6. Br -0.056
7. Br -0.108
8. H 0.281